Density functional theory data (the ωB97M-V functional and the def2-TZVPD basis) for a molecular structure, C34H38CoN6O6P2.

The geometry in XYZ format:
```
87
Properties=species:S:1:pos:R:3:forces:R:3
Co 0.48700 -2.10837 -3.55711 0.008 -0.616 3.860
C -1.51650 3.47572 -0.99094 -1.064 -0.623 -0.398
C -2.28542 2.84315 -1.89972 0.184 0.325 0.591
C -1.83081 2.13650 -3.15243 -0.485 0.323 -0.070
C -0.34462 1.77205 -3.27503 -0.474 -0.062 -0.165
C 0.40782 2.78386 -4.09677 0.837 -0.824 0.160
C 0.71075 4.00152 -3.67081 -0.046 -0.144 -0.676
C 0.01752 4.74614 -2.59825 0.484 0.204 1.258
C -0.15018 3.99946 -1.24030 0.901 0.332 0.328
C 1.84879 -3.43918 -2.67402 0.436 -0.994 0.317
H -1.91444 3.67141 0.00633 -0.314 0.369 -0.414
H -3.37880 2.85422 -1.78334 0.466 -0.500 0.448
H -2.14004 2.75217 -4.02563 0.301 -0.524 0.457
H -2.41108 1.19671 -3.19255 0.015 0.415 0.023
H 0.13267 1.62936 -2.28701 -0.363 0.089 -0.470
H -0.25732 0.77356 -3.76082 -0.128 0.454 0.186
H 0.82280 2.40254 -5.03145 0.427 0.175 0.240
H 1.55226 4.52384 -4.10412 -0.276 0.198 -0.731
H -0.95797 5.13729 -2.91341 0.160 -0.208 -0.110
H 0.64696 5.62244 -2.41593 -0.223 0.049 0.165
H 0.61163 3.21244 -1.10398 -0.064 0.424 -0.131
H 0.06553 4.74848 -0.45995 -0.095 -0.414 -0.142
H 2.17066 -3.00530 -1.71024 -0.438 0.052 -0.523
H 2.74932 -3.90658 -3.11822 -0.588 0.428 -0.256
H 1.08597 -4.22396 -2.46496 0.340 0.439 -0.095
P 1.62817 -1.50923 -5.24990 4.002 1.962 -5.755
P -2.26444 -0.47173 -5.40226 -2.347 1.276 -2.940
N 3.00269 -0.24806 -5.72876 -0.638 -0.931 0.904
N 2.13159 -2.67826 -6.56362 -0.297 0.404 1.241
N -2.20528 1.06135 -6.34179 -0.129 0.881 0.451
N -3.63093 -1.00910 -6.49226 -0.236 -1.106 0.558
C 0.36732 -0.59629 -6.17474 0.284 -0.031 -0.212
C -0.92449 -1.41372 -6.21706 -0.145 0.008 -0.309
C 4.24405 -0.12041 -5.11948 0.697 0.735 -0.535
C 5.06867 0.71258 -5.89530 -1.106 -0.891 0.479
C 4.31644 1.08036 -7.04985 -1.127 -0.856 0.684
C 3.06618 0.47745 -6.91544 0.589 0.556 -0.260
C 2.44426 -4.01328 -6.33494 0.271 -0.589 -0.759
C 2.91942 -4.57293 -7.52148 -0.300 0.325 1.138
C 2.95467 -3.54611 -8.49888 -0.725 1.252 0.941
C 2.46656 -2.38981 -7.88825 0.241 -0.679 -0.446
C -3.07981 2.13788 -6.06120 0.510 -0.114 -0.467
C -2.88170 3.15096 -6.98718 -0.302 -0.854 0.738
C -1.89152 2.69947 -7.89611 0.404 -0.996 -0.001
C -1.51515 1.41987 -7.50063 -0.092 0.572 -0.093
C -4.22470 -0.43969 -7.62628 -0.067 -0.624 -0.007
C -5.09967 -1.35994 -8.19758 0.955 0.414 1.055
C -5.05986 -2.53645 -7.38413 0.622 0.422 0.434
C -4.16160 -2.29601 -6.35485 -0.303 0.452 -0.661
H 0.73248 -0.45336 -7.19092 -0.148 0.009 0.195
H 0.24761 0.40462 -5.72986 0.115 -0.357 -0.103
H -1.20330 -1.66236 -7.25816 0.109 -0.107 0.600
H -0.84086 -2.36288 -5.63555 -0.121 0.174 -0.436
H 4.45563 -0.61559 -4.18256 -0.059 0.070 -0.069
H 6.08294 1.01935 -5.67284 -0.208 -0.171 0.102
H 4.62547 1.68752 -7.89412 -0.084 -0.104 0.273
H 2.25263 0.51857 -7.62379 0.121 0.155 0.254
H 2.34100 -4.44272 -5.34267 -0.088 0.086 -0.325
H 3.21848 -5.60392 -7.66550 -0.034 0.199 0.151
H 3.29940 -3.60785 -9.52230 -0.095 -0.017 0.163
H 2.39011 -1.39121 -8.29850 -0.028 -0.396 0.134
H -3.78669 2.07002 -5.24150 0.221 0.011 -0.203
H -3.40994 4.09933 -7.00850 0.129 -0.294 0.027
H -1.51121 3.23794 -8.76751 -0.125 -0.324 0.429
H -0.82192 0.73596 -7.97400 -0.185 0.224 0.095
H -3.98722 0.56737 -7.93420 -0.004 -0.122 0.026
H -5.68791 -1.19282 -9.08826 0.034 0.006 0.143
H -5.62428 -3.44350 -7.54141 0.074 0.051 0.082
H -3.84188 -2.91444 -5.52888 -0.124 -0.079 -0.044
O -0.36499 -3.35977 -0.58674 0.014 1.677 -0.385
C -0.17033 -2.13319 -0.60322 0.089 -1.514 0.839
O 0.08095 -1.39932 -1.64715 -0.309 -0.160 0.054
C -0.21279 -1.45648 0.82400 0.077 0.608 0.300
C 0.35116 -0.19468 1.08825 -0.410 0.294 0.406
C 0.11390 0.47303 2.32385 -0.608 -2.131 -0.552
C -0.54569 -0.18038 3.37643 0.063 -0.196 -0.427
C -1.01285 -1.48734 3.16290 1.236 0.972 -1.831
C -0.84741 -2.11572 1.90468 -0.149 -0.069 0.069
N -1.64506 -2.18793 4.24998 -1.265 -1.580 1.836
O -1.89523 -1.56493 5.30151 0.553 -1.019 -1.973
O -1.91646 -3.39427 4.07397 0.497 2.229 0.339
N 0.48769 1.85770 2.48677 0.913 1.957 0.408
O 1.10729 2.40820 1.55590 -1.094 -0.875 1.579
O 0.16902 2.41680 3.55255 0.566 -0.844 -1.911
H 0.98697 0.28515 0.34996 -0.407 0.095 -0.043
H -0.66272 0.28961 4.34530 -0.110 0.035 -0.203
H -1.20448 -3.14427 1.77318 0.082 0.553 -0.026
```
Forces are in eV/Å.

Summary:
LUMO energy (spin up / spin down) = -1.64 / -1.95 eV
Expectation value of S² = 3.77
Relative energy (zero: lowest compared OMol25 entry of this formula, charge and spin) = 0.901 eV
E_tot = -4163.4375 a.u.
Highest occupied orbital energy (spin up / spin down) = -8.57 / -8.57 eV
Maximum force = 7.3 eV/Å
Spin multiplicity = 4

Here are the Mulliken charges for atoms 1 to 8, given in e:
1. Co 0.24
2. C -0.62
3. C -1.04
4. C 0.15
5. C 2.12
6. C -0.35
7. C -0.75
8. C -0.85